# 1
ORCA calculation (ωB97M-V with the def2-TZVPD basis set) on C40H42N9O3PbS3Sb as an isolated structure at a distorted geometry.

Molecular weight: 1122.00 g/mol
Energy above the lowest of the compared OMol25 structures with the same formula, charge and spin: 140.44 kJ/mol
Frontier orbital gap: 5.15 eV
Net charge: -2

Last column: Mulliken charge in e.
Geometry (Å):
Pb (-0.36270, -0.06760, -0.11310)  1.542
Sb (-0.98310, 4.71390, -0.03180)  0.860
S (6.18620, -0.44110, 0.23100)  -0.149
S (1.51800, 2.49120, -0.59010)  0.391
S (3.61580, 0.43470, 1.65270)  -0.112
O (1.85550, 3.90270, -0.90840)  -0.663
O (1.06880, 0.80530, 1.81970)  -0.099
O (-0.82470, -2.60750, 0.32110)  -0.436
N (2.14470, -1.02300, -2.42670)  -0.134
N (1.67150, -0.94900, -1.18440)  0.585
N (-0.55650, 0.28080, -2.70570)  0.482
N (4.83760, -1.88770, 1.85780)  -0.080
N (-3.25030, -1.45860, -2.83010)  -1.126
N (0.05890, 2.25490, -0.41350)  -0.640
N (-3.24020, -0.43530, -1.98440)  1.176
N (-0.82010, 0.45970, 3.11370)  -0.602
N (-1.26120, -0.47550, 2.22240)  0.502
C (-2.23080, -4.44610, 0.55770)  -0.428
C (-3.65750, 3.11890, -2.82060)  1.090
C (-0.21060, 2.47170, 4.79320)  -0.313
C (-4.76670, 4.13220, -2.84040)  -1.715
C (-2.19030, 3.53850, 1.32200)  -1.123
C (2.36300, -1.79780, -0.44240)  -0.669
C (-2.03130, -1.37700, 2.71810)  -1.551
C (4.79180, -0.63360, 1.33790)  -0.048
C (0.15280, 3.38160, 5.76450)  -0.801
C (-3.89550, 1.81890, -2.40720)  -0.153
C (-3.56400, -3.24610, 2.63710)  -0.581
C (-2.36150, 3.44900, -3.20830)  -1.079
C (2.37510, 3.44380, 4.87270)  -1.065
C (-3.72610, -0.77760, -0.77400)  -0.290
C (-2.06380, 6.60520, 0.57780)  -1.556
C (-0.01860, 0.58940, -5.01310)  -0.435
C (0.33910, 0.20170, -3.68400)  0.698
C (0.85210, 0.60280, -6.06170)  -0.910
C (3.32600, -2.44070, -1.21330)  -1.636
C (-1.35680, 2.51060, -3.20230)  0.466
C (-2.89080, 0.86560, -2.40290)  -0.221
C (0.71600, 2.03510, 3.84830)  0.565
C (1.65630, -0.33390, -3.55600)  -0.378
C (2.19280, 0.25850, -5.86940)  0.479
C (3.15310, -1.92440, -2.47810)  -0.198
C (-3.74040, -2.47920, -2.15110)  -0.597
C (-1.58100, 1.17790, -2.80840)  -0.792
C (6.75350, -2.16040, 0.51850)  -0.468
C (6.08520, -2.59730, 1.81770)  -0.756
C (0.46080, 5.02450, 1.54840)  -0.916
C (-4.06950, -2.10740, -0.84450)  -0.937
C (0.31320, 1.04180, 2.81540)  -0.261
C (2.54880, -0.21190, -4.62250)  -0.624
C (-3.30320, -5.07440, 1.12880)  -0.363
C (-4.00430, -4.46540, 2.17040)  -0.767
C (-2.48770, -2.56310, 2.06240)  1.134
C (2.01010, 2.54000, 3.89220)  0.272
C (-1.79120, -3.13970, 0.93810)  0.052
C (3.18500, 0.37550, -6.99200)  -1.779
C (1.44940, 3.87130, 5.81020)  -0.297
H (2.11950, -1.91270, 0.59220)  0.762
H (1.32610, 5.57040, 1.19260)  0.418
H (-2.30510, -1.28510, 3.77960)  0.205
H (3.08350, 1.34490, -7.48170)  0.374
H (-1.92220, 6.83300, 1.62980)  0.390
H (-0.35200, 2.79560, -3.47730)  0.467
H (-4.08120, -2.79040, 3.47860)  0.347
H (-3.61730, -6.05430, 0.77830)  0.327
H (3.58390, -0.47790, -4.46180)  0.378
H (0.77660, 4.03860, 1.86440)  -0.189
H (2.71690, 2.21010, 3.14760)  0.220
H (4.20350, 0.28140, -6.61890)  0.327
H (-1.70760, 2.57390, 1.42240)  0.064
H (-4.43630, 5.03700, -3.34730)  0.381
H (6.43020, -2.76800, -0.32590)  0.241
H (3.02150, -0.40180, -7.74520)  0.307
H (3.38730, 3.82470, 4.90950)  0.374
H (7.84040, -2.15800, 0.56330)  0.411
H (6.71910, -2.33360, 2.68220)  0.331
H (-2.21580, 4.02570, 2.29280)  0.461
H (-1.71110, 7.45300, -0.00460)  0.371
H (-4.48450, -2.71640, -0.06910)  0.587
H (-3.20190, 3.40110, 0.95330)  0.415
H (0.51350, 0.90640, -7.04540)  0.356
H (-3.77140, -0.07720, 0.03480)  0.653
H (-4.86680, -4.95510, 2.60640)  0.326
H (-2.13450, 4.46270, -3.51490)  0.183
H (-1.21410, 2.08250, 4.73710)  0.432
H (0.00920, 5.55290, 2.38490)  0.444
H (3.66340, -2.18830, -3.38370)  0.496
H (-1.04330, 0.88860, -5.17780)  0.458
H (-0.57630, 3.71230, 6.49500)  0.353
H (-4.88720, 1.51900, -2.08910)  0.404
H (-5.65020, 3.73720, -3.34780)  0.386
H (-5.05670, 4.39500, -1.82250)  0.305
H (-3.83240, -3.44470, -2.61200)  0.448
H (5.90590, -3.67600, 1.82810)  0.322
H (-3.12910, 6.50090, 0.39440)  0.382
H (4.11180, -2.12660, 2.51390)  0.270
H (-1.68690, -4.91040, -0.25530)  0.342
H (1.73730, 4.59170, 6.56790)  0.370
H (4.04090, -3.18080, -0.91340)  0.553

---

# 2
ORCA calculation (ωB97M-V with the def2-TZVPD basis set) on C40H43BN6O3SSb2Sn as an isolated structure.

Molecular weight: 1060.93 g/mol
Energy above the lowest of the compared OMol25 structures with the same formula, charge and spin: 0.00 kJ/mol
Frontier orbital gap: 5.39 eV
Net charge: +2

Last column: Mulliken charge in e.
Geometry (Å):
Sb (1.77757, 0.52049, -1.55635)  1.517
Sb (-0.20522, 2.31024, -0.73836)  0.862
Sn (-1.42521, -1.42818, 0.95822)  0.899
S (-3.24335, -3.12205, 1.44024)  -0.503
O (-1.03704, -3.64826, -3.51594)  -0.520
O (-0.32638, -3.02042, 1.94414)  -0.206
O (-0.58569, -3.31300, -1.37183)  -0.503
N (-1.08681, -6.22913, -3.41532)  -0.598
N (-3.12294, -0.08725, 1.88164)  0.215
N (-0.93622, 0.00633, 3.90859)  0.002
N (-3.34118, -0.02501, 3.20732)  0.349
N (-0.33770, -0.22562, 2.72712)  0.370
N (-0.93857, -4.14134, 2.34565)  0.332
C (-2.26638, -4.33445, 2.16432)  0.643
C (0.79075, 0.49372, 2.71302)  -0.275
C (-4.18647, 0.44825, 1.27587)  -0.768
C (2.71867, -0.62522, -0.09824)  -0.216
C (3.93008, -1.97771, 1.97209)  -0.677
C (4.45318, -0.75998, 1.55089)  -0.743
C (-0.88984, -5.58891, -2.12135)  -0.219
C (1.82929, 6.07229, -3.10232)  -0.653
C (0.04402, 4.46662, -2.93476)  0.001
C (-1.73545, 2.67828, 1.96879)  -0.144
C (-4.52412, 0.55531, 3.43826)  -0.319
C (0.64511, 3.92730, -1.80074)  0.291
C (-3.13883, 4.59687, 2.35966)  -0.883
C (-2.61717, 3.38200, 2.77825)  -0.565
C (-0.81339, -4.07490, -2.28498)  0.187
C (0.92430, 1.20622, 3.90080)  -1.399
C (-1.88460, 4.46036, 0.31281)  -0.772
C (-0.69273, 0.60836, -3.24722)  -0.971
C (5.20310, 1.82790, -4.73162)  -0.579
C (-1.47954, 1.35908, -2.17514)  -0.682
C (3.84609, -0.07505, 0.51239)  -0.425
C (2.81283, -2.51717, 1.35196)  -0.396
C (-5.10913, 0.87866, 2.22363)  -1.103
C (4.15879, 2.71694, -4.52074)  -0.687
C (0.64649, 5.53189, -3.59168)  -0.625
C (1.83414, 4.46810, -1.31550)  -0.554
C (-1.40310, 3.22745, 0.74451)  0.698
C (-2.03070, -6.48491, 3.24443)  -0.255
C (-2.81225, -5.54064, 2.62944)  -0.913
C (3.23407, 1.22577, -2.89812)  0.740
C (-0.20547, 0.86378, 4.62841)  -0.203
C (2.19267, -1.84682, 0.30785)  -0.316
C (-0.15574, -5.05680, 2.95976)  -0.375
C (-2.77575, 5.13679, 1.13190)  -0.749
C (3.16458, 2.42372, -3.59840)  -0.213
C (2.42086, 5.54556, -1.96122)  -0.667
C (5.26360, 0.63416, -4.02706)  -0.717
C (0.27289, -0.44795, -2.69743)  0.390
C (4.28069, 0.32617, -3.09889)  -0.892
C (-0.66681, -6.23747, 3.41604)  -0.788
B (-2.31978, -0.63847, 4.20969)  -0.042
H (0.78406, -0.96887, -3.50764)  0.726
H (-6.06307, 1.34625, 2.05620)  0.465
H (-0.52931, 1.15944, 5.61249)  0.517
H (-0.15972, 1.32474, -3.88177)  0.200
H (-4.87540, 0.68467, 4.44852)  0.513
H (5.32964, -0.34659, 2.03094)  0.450
H (0.01413, -5.91390, -1.60554)  0.308
H (-3.17022, 6.09244, 0.81461)  0.455
H (-0.29553, -6.78813, -3.70144)  0.210
H (-2.08883, 2.15888, -2.59860)  0.678
H (-1.39572, 0.09004, -3.90371)  0.555
H (4.39959, -2.50718, 2.79031)  0.440
H (5.97571, 2.06574, -5.45040)  0.414
H (-0.22030, -1.18470, -2.06274)  -0.649
H (0.18433, 5.94794, -4.47681)  0.471
H (2.28712, 6.91181, -3.60820)  0.458
H (-0.01456, -6.94543, 3.90442)  0.457
H (-1.72206, -5.78196, -1.44231)  0.259
H (1.47522, 0.41851, 1.88174)  0.479
H (-1.57597, 4.90433, -0.62603)  0.365
H (-0.88572, 4.06455, -3.32050)  0.337
H (-1.91054, -6.81286, -3.44255)  0.217
H (1.31919, -2.28229, -0.16526)  0.605
H (1.72793, 1.85515, 4.20198)  0.513
H (4.25572, 0.87406, 0.18389)  0.462
H (-2.46957, -7.40731, 3.59877)  0.436
H (-2.65644, -0.36865, 5.32668)  -0.124
H (4.11614, 3.64388, -5.07690)  0.461
H (-2.13057, 0.69510, -1.60707)  0.261
H (-3.82610, 5.13543, 2.99817)  0.417
H (-4.24133, 0.49056, 0.19826)  0.496
H (2.35114, 3.11337, -3.44998)  0.454
H (0.87748, -4.76475, 3.05360)  0.438
H (-2.21263, -1.82052, 3.98580)  -0.147
H (6.07954, -0.05616, -4.19211)  0.434
H (-1.17929, -4.47310, -4.04792)  0.456
H (-1.33113, 1.73074, 2.29450)  0.407
H (3.33784, 5.97165, -1.57681)  0.468
H (2.40152, -3.45775, 1.68638)  0.481
H (4.34635, -0.60055, -2.53951)  0.362
H (2.30500, 4.06981, -0.42168)  0.410
H (-3.87334, -5.69038, 2.49332)  0.460
H (-2.89053, 2.97013, 3.74040)  0.547